Record 1
The following is a DFT calculation (the ωB97M-V functional and the def2-TZVPD basis) of a 3-piece molecular cluster, C5H15O3 overall at a distorted geometry.

Values from the calculation:
Orbital gap   7.42 eV
Total charge   -1

Element x y z (Å)
C1 -0.22450 -0.84611 -1.01237
O1 0.70299 -1.77296 -1.54242
C2 0.46530 0.29012 -0.25334
C3 -0.37427 1.59225 -0.31953
C4 -0.29065 2.40910 0.93726
C5 -1.40460 2.01263 1.94820
H1 -0.73346 -0.42752 -1.89120
H2 -0.94717 -1.38459 -0.38218
H3 1.44104 0.41295 -0.69748
H4 0.52138 0.01941 0.80009
H5 -1.39134 1.32187 -0.59067
H6 0.01481 2.15592 -1.17714
H7 -0.34653 3.49545 0.80821
H8 0.68165 2.19102 1.33786
H9 -0.98594 2.18506 2.94557
H10 -1.74651 0.99475 1.81642
H11 -2.23280 2.72386 1.87400
H12 1.90380 -1.97020 -0.49734
H13 3.29375 -2.28965 -0.91645
O2 2.86028 -1.99423 -0.11319
H14 -1.15683 -3.63462 -0.93885
H15 0.28192 -3.35065 -1.17471
O3 -0.33231 -4.13387 -0.96073

---

Record 2
The following is a DFT calculation (the ωB97M-V functional and the def2-TZVPD basis) of an isolated ion of composition C7H10N3 and charge +1 at a distorted geometry.

Values from the calculation:
Orbital gap   9.19 eV
Total charge   +1

Element x y z (Å)
C1 1.57306 -0.24197 -1.45007
C2 0.73527 0.19477 0.14464
C3 1.69448 -0.27096 1.30250
C4 0.37502 1.63786 0.11109
C5 -0.94529 1.83116 -0.03024
N1 -1.54751 0.56238 -0.05444
N2 -2.76836 0.14361 -0.07321
C6 -2.67290 -1.14106 -0.05680
C7 -1.32722 -1.53401 0.07385
N3 -0.63218 -0.40366 0.11676
H1 1.42240 -1.32469 -1.57401
H2 2.44380 0.31522 -1.31698
H3 0.81736 0.06622 -2.13528
H4 1.06294 -0.13512 2.15792
H5 2.46492 0.42691 1.30010
H6 2.24846 -1.25570 1.26272
H7 1.13058 2.45740 0.19689
H8 -1.59253 2.75973 -0.06565
H9 -3.64070 -1.62604 -0.08293
H10 -0.84160 -2.46202 0.17313

---

Record 3
The following is a DFT calculation (the ωB97M-V functional and the def2-TZVPD basis) of C44H56GeN8O4S2Zr as an isolated structure.

Values from the calculation:
Orbital gap   6.04 eV
Total charge   +2

Element x y z (Å)
Zr1 -1.45181 -0.47541 -0.60909
C1 0.65736 -2.92308 3.82273
C2 -0.63358 -3.42940 3.88971
C3 -1.63293 -2.94918 3.05412
C4 -1.35359 -1.92669 2.15030
C5 -0.04993 -1.47276 2.08415
C6 0.96181 -1.94126 2.89169
N1 -2.24415 -1.37674 1.20226
C7 -3.57891 -1.20065 1.53046
C8 -4.15755 -1.21635 2.80767
C9 -5.51122 -0.95180 2.95455
C10 -6.33249 -0.64144 1.86754
C11 -5.79217 -0.61348 0.60229
C12 -4.43259 -0.88774 0.45495
N2 -3.75550 -0.93248 -0.75985
N3 -4.38697 -0.95882 -1.82275
C13 -3.55592 -1.22308 -2.92563
C14 -4.12939 -1.20080 -4.17548
C15 -3.35463 -1.57695 -5.26373
C16 -2.05820 -1.99404 -5.03472
C17 -1.56343 -1.96265 -3.74060
N4 -2.27481 -1.55908 -2.68848
H1 1.42958 -3.30320 4.47712
H2 -0.86501 -4.21952 4.59169
H3 -2.62362 -3.38233 3.09353
H4 0.60369 0.28279 1.40481
H5 1.96480 -1.54465 2.80582
H6 -3.56230 -1.43406 3.68234
H7 -5.93605 -0.98416 3.95075
H8 -7.38094 -0.42669 2.01846
H9 -6.38594 -0.37617 -0.26915
H10 -5.16374 -0.90342 -4.27004
H11 -3.76528 -1.56547 -6.26431
H12 -1.42043 -2.33424 -5.83839
H13 -0.55303 -2.29069 -3.55158
N5 0.10376 1.42561 -0.78789
N6 0.06681 1.76029 -2.15724
C18 -1.18151 1.49001 -2.76380
O1 -1.36556 1.66497 -3.93472
O2 -2.05122 0.98480 -1.90224
H14 -0.24338 2.17845 -0.18620
H15 1.06066 1.20904 -0.52148
H16 0.52214 2.61853 -2.43798
S1 -2.38478 2.19595 0.71584
C19 -2.73445 2.68802 2.32341
N7 -2.34828 3.89324 2.73201
C20 -2.69882 4.48166 4.02844
C21 -3.96896 3.83119 4.54608
C22 -3.80204 2.32373 4.51135
N8 -3.39958 1.90700 3.16580
H17 -1.83503 4.44275 2.06254
H18 -2.83821 5.55176 3.89020
H19 -1.87697 4.33584 4.73262
H20 -4.81731 4.12448 3.92489
H21 -4.16550 4.16120 5.56451
H22 -4.73440 1.81741 4.75429
H23 -3.04608 2.01238 5.23633
H24 -3.73281 1.02470 2.80684
C23 3.62915 1.50567 -4.52109
C24 4.59015 1.44639 -3.33858
C25 4.53273 0.13504 -2.55651
C26 3.18091 -0.13713 -1.88470
Ge1 1.79514 -0.87980 -3.02521
C27 2.30404 -2.55530 -3.88415
C28 2.93571 -2.41115 -5.28386
C29 1.95060 -2.36792 -6.45407
C30 1.22136 -1.04243 -6.65860
H25 3.81187 2.38580 -5.13648
H26 2.58383 1.56001 -4.20109
H27 3.75050 0.62935 -5.16500
H28 4.38521 2.27799 -2.65693
H29 5.61126 1.59165 -3.69468
H30 5.29853 0.15214 -1.77848
H31 4.79223 -0.69838 -3.21847
H32 2.82157 0.76957 -1.38202
H33 3.28743 -0.90983 -1.11829
H34 0.84148 0.00038 -3.82038
H35 1.44721 -3.23278 -3.92288
H36 3.01140 -3.01041 -3.19075
H37 3.58995 -3.27328 -5.42593
H38 3.59247 -1.53684 -5.32703
H39 1.22858 -3.18494 -6.33555
H40 2.50487 -2.59886 -7.36543
H41 0.56304 -0.78768 -5.82721
H42 0.60996 -1.07783 -7.56154
H43 1.93040 -0.22098 -6.78151
C31 -0.27876 -3.33981 -0.56649
C32 0.81306 -2.51707 -1.15441
O3 0.41450 -1.32877 -1.58482
H44 -0.28510 -4.23537 -1.20138
H45 -1.32601 -2.98631 -0.52514
H46 0.02933 -3.71342 0.41289
O4 0.16753 -0.53656 1.06019
S2 1.48447 2.15597 2.14716
C33 3.23880 2.00335 1.89015
C34 3.79005 0.78979 1.48569
C35 5.15917 0.69361 1.28597
C36 5.96826 1.80788 1.47569
C37 5.41247 3.01765 1.86746
C38 4.04291 3.11992 2.08044
C39 1.21850 1.37109 3.73314
C40 -0.09174 1.02730 4.04757
C41 -0.36199 0.38906 5.24923
C42 0.66789 0.09920 6.13472
C43 1.97039 0.45527 5.81498
C44 2.25433 1.09446 4.61354
H47 3.15494 -0.07354 1.33320
H48 5.59563 -0.25053 0.98546
H49 7.03632 1.73119 1.31999
H50 6.04403 3.88334 2.01675
H51 3.60193 4.05587 2.39757
H52 -0.88984 1.22577 3.34038
H53 -1.37911 0.09933 5.48548
H54 0.45736 -0.40316 7.06948
H55 2.77662 0.24017 6.50388
H56 3.27294 1.36853 4.37089

---

Record 4
The following is a DFT calculation (the ωB97M-V functional and the def2-TZVPD basis) of a 2-piece molecular cluster, C3H9N2O2 overall at a distorted geometry.

Values from the calculation:
Orbital gap   10.92 eV
Total charge   +1

Element x y z (Å)
C1 1.42167 0.22279 1.74380
C2 -1.94401 0.17587 -1.93569
C3 -0.75538 0.86138 -1.43006
N1 2.27918 -0.18183 0.89822
N2 0.22236 -0.31450 1.88559
O1 0.18361 0.33708 -0.89044
O2 -0.32882 -1.35973 1.12511
H1 -1.75754 -0.91268 -2.30488
H2 -2.51542 -0.10866 -1.03843
H3 -2.58708 0.45784 -2.74402
H4 1.61603 1.02118 2.36992
H5 3.30112 0.17297 0.83669
H6 2.12140 -0.82542 0.16329
H7 -0.76861 1.89295 -1.37630
H8 -0.55595 -0.02175 2.41112
H9 0.06744 -1.41749 0.28606

---

Listing energy relative to the best compared isomer or geometry (same formula, charge and spin) for the structures above in their given order: 7.6, 78.0, 34.1, 92.5 kcal/mol.
Listing electronic energy for the structures above in their given order: -425.23693, -436.64197, -5369.24405, -379.35748 hartree.